C29H44F5N8OZr as an isolated structure at a distorted geometry, computed with the ωB97M-V functional and the def2-TZVPD basis.

- DFT total energy: -2190.1278 Ha
- Kohn-Sham gap: 6.32 eV
- Total charge: +3

XYZ file:
```
88
Properties=species:S:1:pos:R:3:mulliken_charge:R:1
Zr 11.50770 -14.98590 -1.72064 0.53
C 13.49099 -16.77985 0.26259 -0.86
N 12.87717 -16.96066 -1.12647 0.44
C 12.23837 -18.33321 -1.18847 -1.22
C 13.77117 -16.63407 -2.21268 0.14
C 14.10035 -17.48393 -3.24130 -0.44
C 15.23506 -17.19361 -4.08721 -1.10
C 15.95035 -15.96828 -3.79949 -0.71
C 15.45863 -15.01955 -2.91540 -1.36
C 14.26051 -15.29562 -2.24502 1.02
N 13.44704 -14.33246 -1.64450 2.31
C 13.92494 -13.01214 -1.44741 -0.28
C 14.80378 -12.81900 -0.39573 -0.43
C 15.10052 -11.55841 0.07903 -0.93
C 14.50357 -10.39521 -0.55401 -0.89
C 13.60749 -10.58884 -1.62049 -0.52
C 13.41765 -11.88771 -2.15638 -0.44
N 12.82325 -12.07432 -3.43945 1.22
C 11.73184 -11.12695 -3.82147 -1.04
C 13.76493 -12.07283 -4.61817 -0.96
H 14.39562 -17.43112 0.41522 0.40
H 12.68327 -17.01617 0.99152 0.31
H 13.81343 -15.75541 0.32662 0.16
H 13.04325 -19.09005 -0.99808 0.37
H 11.84784 -18.54443 -2.16989 0.52
H 11.50067 -18.41744 -0.36427 0.20
H 13.53214 -18.41333 -3.30665 0.55
H 15.68052 -17.89008 -4.81165 0.49
H 16.92052 -15.78336 -4.37139 0.38
H 15.80101 -14.01770 -2.94975 0.73
H 15.32631 -13.67725 0.04397 0.41
H 15.75310 -11.47068 0.95163 0.48
H 14.89251 -9.37851 -0.44990 0.49
H 13.17323 -9.69284 -2.17407 0.30
H 12.14587 -10.10346 -4.13875 0.40
H 10.98528 -11.01395 -2.99794 0.20
H 11.20404 -11.60287 -4.65544 0.28
H 14.40177 -11.12667 -4.69568 0.33
H 13.19499 -12.21155 -5.57428 0.35
H 14.43899 -12.96080 -4.61343 0.19
N 7.90611 -13.82166 -6.76881 -0.13
C 8.63793 -14.49392 -5.48838 0.33
C 9.71650 -15.48980 -5.92103 -1.35
C 10.46505 -16.11621 -4.74271 0.07
N 11.50002 -15.24941 -4.03146 -0.31
C 9.45195 -16.74709 -3.75428 -0.92
C 8.40703 -15.69930 -3.32799 -0.16
N 9.11314 -14.63494 -2.48578 -0.50
C 7.65562 -15.10480 -4.52400 -1.36
H 8.55253 -13.85624 -7.57407 0.39
H 7.64534 -12.84810 -6.54062 0.38
H 7.07665 -14.37842 -6.99096 0.40
H 9.12993 -13.61366 -5.01818 0.04
H 10.45333 -15.02883 -6.63727 0.47
H 9.19408 -16.39974 -6.34770 0.47
H 11.04531 -16.95148 -5.13386 0.50
H 12.46909 -15.54301 -4.32377 0.30
H 11.42286 -14.27511 -4.37098 0.07
H 9.98964 -17.21867 -2.91387 -0.23
H 8.91381 -17.57589 -4.19926 0.78
H 7.66379 -16.18111 -2.70023 0.57
H 8.57068 -14.50433 -1.64148 0.37
H 8.98774 -13.70104 -2.99224 0.22
H 6.89797 -14.35261 -4.13998 0.31
H 7.09387 -15.93900 -4.95914 0.61
F 11.28247 -15.27488 0.89650 -0.22
C 9.99541 -15.70695 0.64451 -0.46
F 10.18152 -16.59571 -0.59346 -0.31
C 9.78296 -16.71544 1.77694 1.00
F 10.75943 -17.70925 1.94128 -0.23
F 8.51476 -17.22413 1.54116 -0.24
F 9.79561 -16.00202 2.95366 -0.24
N 10.89499 -13.14455 -0.86261 -0.58
C 10.23260 -12.52930 -0.06271 0.57
N 9.64736 -11.88081 0.87439 0.18
C 8.60308 -12.46312 1.69816 -0.02
C 8.65791 -12.07783 3.18333 -0.71
O 8.92947 -10.63399 3.35607 -0.35
C 10.07894 -10.19787 2.66187 -0.54
C 9.85984 -10.42366 1.12119 -0.50
H 8.69888 -13.61430 1.54480 0.03
H 7.64634 -12.20002 1.31251 0.31
H 9.47261 -12.63317 3.73048 0.32
H 7.73430 -12.24758 3.71834 0.35
H 11.02450 -10.69826 3.06019 0.29
H 10.19690 -9.10903 2.83619 0.36
H 10.74845 -10.11983 0.49974 0.37
H 8.94745 -9.90178 0.79831 0.29
```